(1)
The following is a DFT calculation (ωB97M-V/def2-TZVPD) of a molecular structure, C16H26N5O8Tl.

Geometry as XYZ:
```
56
C16H26N5O8Tl, DFT ωB97M-V/def2-TZVPD
C -0.086 3.414 0.636
C 0.955 -0.060 -3.102
C 0.710 -3.885 3.782
H -1.550 1.034 -3.371
H -1.410 -2.552 4.262
C -2.341 3.626 -1.204
C -0.967 4.219 -1.573
O 1.436 0.111 -4.203
H -2.936 4.294 -0.587
C -0.242 -2.169 -3.585
H -1.021 0.217 -4.853
C -1.463 1.467 1.850
C -1.443 2.739 0.976
H -0.952 -1.865 0.922
N 0.039 -1.993 0.740
H -1.184 -2.717 -3.642
H -2.103 3.450 1.475
O 1.693 3.451 2.228
O 1.628 1.717 0.872
H 4.504 -2.933 1.901
O -0.948 -0.839 -1.691
C -0.029 3.216 -0.890
C -1.928 2.358 -0.437
N 2.541 -0.829 0.436
H -1.411 -1.485 2.866
H 3.256 -0.170 0.154
C -1.284 -2.524 3.182
H -0.034 -4.303 4.456
O -0.721 1.983 -1.094
H -0.860 -1.753 -1.396
H -2.391 -0.432 -3.921
H 1.461 -3.364 4.389
C -1.428 0.069 -3.857
Tl 0.602 0.169 -0.091
H -2.643 1.535 -0.465
H -0.800 4.206 -2.649
H 0.976 3.146 -1.304
O -2.093 1.463 2.889
C -0.446 -0.759 -3.035
H 0.191 -2.109 -4.581
C 1.161 2.829 1.335
H 0.454 -2.705 -2.937
C 0.655 -2.546 1.727
H -0.120 4.474 0.899
O 1.522 0.243 -1.998
N 4.214 -2.076 1.464
H -2.055 -3.147 2.721
H -0.824 5.235 -1.214
C 2.921 -1.835 1.124
N 2.029 -2.760 1.627
H 4.934 -1.482 1.091
N 0.049 -3.000 2.847
H -2.912 3.369 -2.095
O -0.914 0.393 1.387
H 1.180 -4.721 3.256
H 2.432 -3.412 2.283
```

The total charge is 0. The value obtained for the total energy is -1673.52072 Eh. The calculation puts the strongest force on any atom at 0.9 eV/Å. The frontier orbital gap comes out at 8.4 eV. The LUMO energy is -0.253 eV. The HOMO energy is -8.633 eV.

=====

(2)
The following is a DFT calculation (ωB97M-V/def2-TZVPD) of a single C16H26N6O5S molecule at a distorted geometry.

Geometry as XYZ:
```
54
C16H26N6O5S, DFT ωB97M-V/def2-TZVPD
O -0.533 0.510 0.872
H -3.481 2.850 -4.170
H 0.804 -3.695 3.956
H 0.576 2.164 3.583
H 1.320 2.004 2.012
O -2.874 0.636 -2.938
C 0.681 1.489 2.730
H 5.447 -2.500 3.135
H 0.925 0.526 -1.129
C 2.334 -1.958 5.940
H -3.566 3.455 -10.059
H -2.418 -1.240 -1.281
H 4.928 -1.360 4.377
H 2.893 -4.367 4.859
C -2.446 2.539 -7.122
H -0.808 -1.512 -0.686
C 1.867 -1.789 4.467
H 3.405 -1.933 6.123
H -2.368 -0.450 0.970
C -0.966 1.414 -4.166
N 1.360 0.251 3.127
N -1.471 1.900 -6.484
N -3.400 3.024 -6.316
H 1.055 0.599 -2.877
C 1.098 -0.449 4.237
H -0.409 2.252 -3.751
H 1.871 -1.269 6.650
C -2.460 2.702 -8.564
H 1.094 -3.543 6.867
C -3.003 2.666 -5.122
H -0.148 -2.634 4.999
O 2.568 -4.429 5.763
H -0.258 0.739 -4.647
S 3.046 -2.217 3.102
N -1.844 1.951 -5.208
C 0.869 -2.945 4.745
H -2.356 1.010 0.004
N -0.875 0.004 -2.101
H 4.732 -3.106 4.626
H -1.179 2.205 1.871
C -1.645 0.649 -3.015
O -1.574 2.299 -9.307
C 0.594 0.053 -2.055
H 1.003 -0.958 -2.069
C -1.766 0.131 0.269
C -0.695 1.249 2.080
H -1.334 0.705 2.779
C 1.691 -3.348 5.972
H 2.015 -0.167 2.482
N -3.515 3.328 -9.064
C -1.503 -0.725 -0.983
C 4.684 -2.304 3.889
O 0.268 -0.054 5.055
H -4.229 3.649 -8.429
```

The total charge is 0. The value obtained for the total energy is -1728.21097 Eh. The calculation puts the strongest force on any atom at 2.5 eV/Å. The frontier orbital gap comes out at 9.4 eV. The SMILES is CS[C@]1(C(=O)NCCOCCN(C)C(=O)Cn2cnc(C(N)=O)n2)C[C@H](O)C1. The LUMO energy is 0.223 eV. The HOMO energy is -9.180 eV.

=====

(3)
The following is a DFT calculation (ωB97M-V/def2-TZVPD) of 2 unconnected molecules or ions with the total composition C16H27BBr2ClF2O10P2S at a distorted geometry.

Geometry as XYZ:
```
62
C16H27BBr2ClF2O10P2S, DFT ωB97M-V/def2-TZVPD
Br -2.566 -4.188 -2.477
H -2.295 -2.861 2.479
C 1.629 1.197 0.696
H 1.114 1.890 1.483
H 3.208 0.589 2.332
H -4.802 -2.922 -2.114
H -2.703 3.575 0.955
Cl -2.947 1.314 4.172
H -2.882 0.484 -1.929
H 0.695 1.135 -1.501
O -3.939 0.005 1.458
H -1.210 -2.085 -0.939
Br -5.180 -0.928 -4.122
H -0.385 4.856 -0.605
H 0.853 -0.765 -0.252
C -1.910 -1.798 -0.015
H 0.503 4.565 -2.936
H -0.290 3.286 0.568
H -0.438 2.991 -2.499
H -3.129 1.420 0.031
H -2.843 -2.030 -4.070
C -3.676 -2.536 -2.022
C 0.859 -0.271 0.808
C 1.342 3.287 -1.103
C 6.267 -1.398 1.274
C 0.315 4.049 -0.080
O 6.356 -0.483 0.472
C 5.048 -1.991 1.752
S -4.695 -0.773 0.145
O -5.934 -1.537 0.758
B 6.791 -3.039 2.739
C -3.470 -2.075 -0.476
C 0.660 3.444 -2.623
C -3.437 -1.462 -3.201
H -2.471 0.521 -3.858
C -1.548 -0.271 0.398
O -2.526 3.449 1.937
H 3.771 0.168 0.578
O 7.319 -2.002 1.845
H 0.009 -2.879 1.749
C 3.206 0.984 1.206
P -2.067 1.808 2.297
O -0.478 -0.181 1.449
H 2.558 1.380 -1.376
O -5.266 0.153 -0.944
O 3.917 -1.669 1.428
O 5.331 -2.969 2.624
H -3.771 -3.044 0.164
H 0.989 4.682 0.674
H -1.057 0.249 -0.557
F 7.265 -4.349 2.321
H 1.554 -0.958 1.489
H 2.396 3.816 -1.191
C -2.778 0.685 0.871
H 3.802 2.012 1.250
C -2.561 -0.132 -2.868
F 7.199 -2.773 4.109
O -1.592 -4.537 0.807
H 1.189 2.779 -3.429
C 1.523 1.680 -0.861
P -1.376 -3.047 1.381
H -1.447 -0.500 -2.651
```

The total charge is -1. The value obtained for the total energy is -8291.99090 Eh. The calculation puts the strongest force on any atom at 8.3 eV/Å. The frontier orbital gap comes out at 8.4 eV. The LUMO energy is 1.031 eV. The HOMO energy is -7.348 eV.

=====

(4)
The following is a DFT calculation (ωB97M-V/def2-TZVPD) of a molecular structure, C16H27BCsNO10 at a distorted geometry.

Geometry as XYZ:
```
56
C16H27BCsNO10, DFT ωB97M-V/def2-TZVPD
H -16.989 -14.830 10.363
C -11.217 -15.969 13.322
C -11.470 -17.552 11.262
H -10.456 -16.963 14.999
H -17.795 -12.885 11.669
C -8.516 -8.968 18.010
O -11.998 -15.254 11.152
C -9.724 -15.502 13.204
C -17.594 -12.857 10.598
O -7.695 -9.406 18.963
B -6.687 -10.373 18.499
C -12.098 -14.833 14.046
C -10.854 -18.559 13.570
O -8.701 -9.496 15.607
H -18.163 -11.633 8.815
C -12.590 -17.791 10.147
H -11.289 -19.669 11.817
H -9.795 -18.545 10.372
O -3.669 -10.919 19.799
H -18.792 -14.533 10.240
H -11.146 -15.135 10.727
H -12.570 -17.027 9.371
H -10.944 -19.390 14.270
C -11.189 -17.204 14.230
O -9.428 -8.141 18.137
H -11.775 -14.799 15.087
H -9.266 -17.054 11.239
C -11.585 -18.724 12.273
H -10.008 -17.065 9.648
H -11.881 -13.955 13.438
H -17.581 -14.037 8.927
H -9.646 -14.777 14.015
C -18.451 -11.683 9.865
O -7.091 -10.508 17.026
C -8.162 -9.659 16.723
Cs -13.143 -9.158 12.178
H -13.607 -17.910 10.521
O -5.678 -13.185 20.256
H -9.814 -18.498 13.249
H -9.431 -14.895 12.347
H -19.498 -11.612 10.158
H -9.023 -16.332 13.281
N -11.792 -16.338 11.998
C -17.788 -14.191 9.986
O -5.303 -9.996 18.670
C -10.048 -17.519 10.638
C -4.754 -10.991 19.354
O -16.268 -12.488 10.490
O -6.838 -11.701 19.143
H -17.947 -10.817 10.294
H -13.150 -15.087 13.911
H -12.348 -18.690 9.580
H -12.623 -18.853 12.580
H -12.118 -17.327 14.787
C -5.750 -12.095 19.635
H -15.701 -13.227 10.257
```

The total charge is 0. The value obtained for the total energy is -1478.08787 Eh. The calculation puts the strongest force on any atom at 5.3 eV/Å. The frontier orbital gap comes out at 6.4 eV. The LUMO energy is -2.178 eV. The HOMO energy is -8.573 eV.

=====

(5)
The following is a DFT calculation (ωB97M-V/def2-TZVPD) of a molecular structure, C16H27ClIMnO2P2 at a distorted geometry.

Geometry as XYZ:
```
50
C16H27ClIMnO2P2, DFT ωB97M-V/def2-TZVPD
H -2.857 2.166 0.448
C -0.677 -0.110 3.991
H 2.163 1.301 -2.230
C -0.983 -2.576 5.266
C 2.581 0.321 -1.972
C 0.000 -0.044 -6.788
H -2.647 -1.727 1.845
C 0.006 0.353 -5.325
H -1.053 -3.534 5.782
H 0.011 0.854 -7.410
C 0.346 -1.273 1.957
P 2.253 -0.056 -0.243
C -1.410 -1.405 5.906
H 1.397 -0.930 2.055
H -1.739 0.742 5.628
H -0.141 -3.395 3.451
O 0.020 1.499 -4.920
H 2.548 -2.457 -0.376
O 0.065 2.694 -0.093
Cl -0.333 1.429 3.300
H 2.042 -0.419 -2.588
I -0.022 -1.321 -3.870
Mn -0.009 -0.231 0.301
H 3.647 0.289 -2.231
H 0.282 -2.284 1.503
H 2.957 2.180 0.465
H -2.285 -1.031 -2.177
C -2.932 -1.661 0.783
C -2.693 -0.133 -1.690
H -2.223 0.731 -2.172
P -2.234 -0.142 0.060
H -0.882 -0.628 -7.038
C 0.000 1.592 0.329
H 4.328 1.018 0.470
C -0.315 -1.285 3.317
H 0.864 -0.656 -7.040
H -4.272 1.069 0.413
H 4.114 -1.617 -0.163
C -1.326 -0.177 5.225
H -2.526 -2.535 0.251
C -3.238 1.189 0.772
H -1.792 -1.449 6.930
C 3.061 -1.639 0.144
H -3.780 -0.088 -1.836
H -4.029 -1.637 0.685
C 3.259 1.148 0.712
C -0.464 -2.511 3.982
H 3.013 -1.843 1.221
H -3.228 1.165 1.871
H 3.121 1.002 1.797
```

The total charge is +2. As for the expectation value of S²: 6.095. The value obtained for the total energy is -3367.27710 Eh. The calculation puts the strongest force on any atom at 7.5 eV/Å. Its spin multiplicity is 5. The frontier orbital gap (spin up / spin down) comes out at 7.5 / 5.0 eV. The LUMO energy (spin up / spin down) is -7.379 / -9.895 eV. The HOMO energy (spin up / spin down) is -14.862 / -14.874 eV.

=====

Please write out number 3 again, unchanged.
The following is a DFT calculation (ωB97M-V/def2-TZVPD) of 2 unconnected molecules or ions with the total composition C16H27BBr2ClF2O10P2S at a distorted geometry.

Geometry as XYZ:
```
62
C16H27BBr2ClF2O10P2S, DFT ωB97M-V/def2-TZVPD
Br -2.566 -4.188 -2.477
H -2.295 -2.861 2.479
C 1.629 1.197 0.696
H 1.114 1.890 1.483
H 3.208 0.589 2.332
H -4.802 -2.922 -2.114
H -2.703 3.575 0.955
Cl -2.947 1.314 4.172
H -2.882 0.484 -1.929
H 0.695 1.135 -1.501
O -3.939 0.005 1.458
H -1.210 -2.085 -0.939
Br -5.180 -0.928 -4.122
H -0.385 4.856 -0.605
H 0.853 -0.765 -0.252
C -1.910 -1.798 -0.015
H 0.503 4.565 -2.936
H -0.290 3.286 0.568
H -0.438 2.991 -2.499
H -3.129 1.420 0.031
H -2.843 -2.030 -4.070
C -3.676 -2.536 -2.022
C 0.859 -0.271 0.808
C 1.342 3.287 -1.103
C 6.267 -1.398 1.274
C 0.315 4.049 -0.080
O 6.356 -0.483 0.472
C 5.048 -1.991 1.752
S -4.695 -0.773 0.145
O -5.934 -1.537 0.758
B 6.791 -3.039 2.739
C -3.470 -2.075 -0.476
C 0.660 3.444 -2.623
C -3.437 -1.462 -3.201
H -2.471 0.521 -3.858
C -1.548 -0.271 0.398
O -2.526 3.449 1.937
H 3.771 0.168 0.578
O 7.319 -2.002 1.845
H 0.009 -2.879 1.749
C 3.206 0.984 1.206
P -2.067 1.808 2.297
O -0.478 -0.181 1.449
H 2.558 1.380 -1.376
O -5.266 0.153 -0.944
O 3.917 -1.669 1.428
O 5.331 -2.969 2.624
H -3.771 -3.044 0.164
H 0.989 4.682 0.674
H -1.057 0.249 -0.557
F 7.265 -4.349 2.321
H 1.554 -0.958 1.489
H 2.396 3.816 -1.191
C -2.778 0.685 0.871
H 3.802 2.012 1.250
C -2.561 -0.132 -2.868
F 7.199 -2.773 4.109
O -1.592 -4.537 0.807
H 1.189 2.779 -3.429
C 1.523 1.680 -0.861
P -1.376 -3.047 1.381
H -1.447 -0.500 -2.651
```

The total charge is -1. The value obtained for the total energy is -8291.99090 Eh. The calculation puts the strongest force on any atom at 8.3 eV/Å. The frontier orbital gap comes out at 8.4 eV. The LUMO energy is 1.031 eV. The HOMO energy is -7.348 eV.

=====

- Look up the total charge of the second one.
  0